(1)
ORCA calculation (ωB97M-V/def2-TZVPD) on 2 unconnected molecules or ions with the total composition C3H9NO2.

Last columns: bonded neighbours and bond lengths (Å).
CARTESIAN COORDINATES (ANGSTROEM)
1 C -0.3375 0.3732 1.4217  N2 1.354, O5 1.211, H6 1.104
2 N -0.5606 -0.3835 0.3212  C1 1.354, C3 1.452, C4 1.440
3 C -0.5618 -1.8314 0.4267  N2 1.452, H7 1.082, H8 1.086, H9 1.084
4 C -1.0752 0.2211 -0.8804  N2 1.440, H10 1.082, H11 1.097, H12 1.096
5 O 0.0948 -0.0408 2.4739  C1 1.211
6 H -0.6012 1.4348 1.2717  C1 1.104
7 H -0.2537 -2.2453 -0.5244  C3 1.082
8 H -1.5334 -2.1746 0.7682  C3 1.086
9 H 0.1740 -2.0989 1.1768  C3 1.084
10 H -0.7826 1.2531 -1.0238  C4 1.082
11 H -2.1670 0.1498 -0.9641  C4 1.097
12 H -0.7187 -0.3331 -1.7558  C4 1.096
13 H 2.7947 2.5412 -0.4563  O15 0.974
14 H 2.9540 1.1373 -1.0224  O15 0.963
15 O 2.5741 1.9969 -1.2331  H13 0.974, H14 0.963

Structure (SMILES): CN(C)C=O.O
Multiplicity: 1
HOMO level in eV: -9.3
LUMO level in eV: 0.7



(2)
ORCA calculation (ωB97M-V/def2-TZVPD) on 2 unconnected molecules or ions with the total composition C3H9NO2.

Last columns: bonded neighbours and bond lengths (Å).
CARTESIAN COORDINATES (ANGSTROEM)
1 C -0.9602 -2.2827 1.0195  C2 1.572, H6 1.097, H7 1.081, H8 1.083
2 C -1.6598 -1.2935 0.0178  C1 1.572, C3 1.517, H9 1.112, H10 1.091
3 C -0.5927 -0.6463 -0.8448  C2 1.517, N4 1.389, O5 1.203
4 N -0.9269 -0.2218 -2.1244  C3 1.389, H11 0.999, H12 1.010
5 O 0.5178 -0.4350 -0.4328  C3 1.203
6 H -0.6994 -1.6283 1.8598  C1 1.097
7 H -0.0685 -2.5930 0.4922  C1 1.081
8 H -1.6217 -3.0570 1.3889  C1 1.083
9 H -2.1355 -1.9490 -0.7439  C2 1.112
10 H -2.4688 -0.6946 0.4378  C2 1.091
11 H -1.6255 -0.7166 -2.6403  N4 0.999
12 H -0.0588 0.0233 -2.5790  N4 1.010
13 H 3.4527 3.8917 2.5926  O15 0.952
14 H 2.2396 4.5180 2.1267  O15 0.958
15 O 3.0391 4.1297 1.7687  H13 0.952, H14 0.958

Structure (SMILES): CCC(N)=O.O
Multiplicity: 1
HOMO level in eV: -9.8
LUMO level in eV: 0.9



(3)
ORCA calculation (ωB97M-V/def2-TZVPD) on 2 unconnected molecules or ions with the total composition C3H9NO2.

Last columns: bonded neighbours and bond lengths (Å).
CARTESIAN COORDINATES (ANGSTROEM)
1 C 0.9842 1.2965 -0.1995  C2 1.506, H7 1.063, H8 1.078, H9 1.070
2 C -0.1329 0.7083 -1.0209  C1 1.506, O3 1.221, N4 1.370
3 O -1.2492 0.9029 -0.5655  C2 1.221
4 N 0.2576 -0.1709 -1.9959  C2 1.370, H5 1.009, H6 1.004
5 H -0.3438 -0.6464 -2.6527  N4 1.009
6 H 1.1178 -0.0083 -2.4880  N4 1.004
7 H 1.9418 1.2394 -0.6575  C1 1.063
8 H 0.9326 0.7062 0.7012  C1 1.078
9 H 0.7696 2.3135 0.0526  C1 1.070
10 C 0.5170 -1.4160 1.5495  O11 1.407, H13 1.094, H14 1.128, H15 1.104
11 O -0.7628 -0.9863 1.9457  C10 1.407, H12 0.998
12 H -1.1878 -0.8022 1.0619  O11 0.998
13 H 0.7444 -1.5092 0.4832  C10 1.094
14 H 1.2931 -0.7824 2.0687  C10 1.128
15 H 0.7836 -2.4007 1.9720  C10 1.104

Structure (SMILES): CC(N)=O.CO
Multiplicity: 1
HOMO level in eV: -10.0
LUMO level in eV: 0.7



(4)
ORCA calculation (ωB97M-V/def2-TZVPD) on 2 unconnected molecules or ions with the total composition C3H9NO2.

Last columns: bonded neighbours and bond lengths (Å).
CARTESIAN COORDINATES (ANGSTROEM)
1 C -0.3688 -1.9847 -0.2493  O2 1.436, C3 1.525, H4 1.084, H5 1.086
2 O -0.0217 -0.5996 -0.4043  C1 1.436, H6 0.967
3 C 0.2086 -2.8103 -1.3944  C1 1.525, H7 1.100, H8 1.092, H9 1.085
4 H -1.4501 -1.9943 -0.3298  C1 1.084
5 H -0.0139 -2.3980 0.6899  C1 1.086
6 H 0.8716 -0.5039 -0.0479  O2 0.967
7 H 1.3061 -2.7341 -1.3801  C3 1.100
8 H 0.0201 -2.2655 -2.3213  C3 1.092
9 H -0.0795 -3.8518 -1.2999  C3 1.085
10 C 0.2001 2.4063 0.9053  N11 1.386, O12 1.209, H13 1.100
11 N -1.0691 1.8912 0.6911  C10 1.386, H14 1.022, H15 1.009
12 O 1.2179 1.8268 0.6060  C10 1.209
13 H 0.1855 3.3421 1.4832  C10 1.100
14 H -0.9754 1.0537 0.1123  N11 1.022
15 H -1.6262 1.8049 1.5280  N11 1.009

Structure (SMILES): NC=O.CCO
Multiplicity: 1
HOMO level in eV: -9.9
LUMO level in eV: 0.9



(5)
ORCA calculation (ωB97M-V/def2-TZVPD) on 2 unconnected molecules or ions with the total composition C3H9NO2.

Last columns: bonded neighbours and bond lengths (Å).
CARTESIAN COORDINATES (ANGSTROEM)
1 C 0.9395 -2.2622 2.7475  N2 1.466, H6 1.044, H7 1.215, H8 1.125
2 N 1.0327 -1.3791 1.5805  C1 1.466, H4 1.014, H5 1.038
3 H -0.7678 1.8957 0.5482  O11 0.977
4 H 0.1775 -1.1171 1.1034  N2 1.014
5 H 1.8408 -1.7521 1.0463  N2 1.038
6 H 1.7248 -2.9138 2.5286  C1 1.044
7 H 0.0410 -3.0796 2.7046  C1 1.215
8 H 0.7751 -1.5081 3.5655  C1 1.125
9 C -0.6167 -0.2933 -1.6591  C10 1.536, H13 1.116, H14 1.106, H15 1.071
10 C -0.4630 1.1942 -1.3071  C9 1.536, O11 1.367, O12 1.190
11 O -1.2288 1.4990 -0.2163  H3 0.977, C10 1.367
12 O 0.2354 2.0308 -1.7859  C10 1.190
13 H 0.2960 -0.9353 -1.6417  C9 1.116
14 H -1.1597 -0.3859 -2.6186  C9 1.106
15 H -1.3675 -0.6220 -0.9699  C9 1.071

Structure (SMILES): CC(=O)O.CN
Multiplicity: 1
HOMO level in eV: -9.1
LUMO level in eV: 0.6



(6)
ORCA calculation (ωB97M-V/def2-TZVPD) on 2 unconnected molecules or ions with the total composition C3H9NO2.

Last columns: bonded neighbours and bond lengths (Å).
CARTESIAN COORDINATES (ANGSTROEM)
1 C 0.0162 1.9020 0.1525  N2 1.419, H6 1.101, H7 1.060, H8 1.176
2 N -1.2414 1.4286 0.6094  C1 1.419, H4 0.999, H5 1.020
3 H -1.6647 -2.3080 -0.0780  O11 0.965
4 H -2.0651 1.7218 0.1253  N2 0.999
5 H -1.3064 0.5105 1.0488  N2 1.020
6 H 0.3817 1.2729 -0.6741  C1 1.101
7 H 0.8164 2.0328 0.8346  C1 1.060
8 H -0.1376 2.7706 -0.6251  C1 1.176
9 C 1.2380 -1.0897 0.1251  C10 1.474, H13 1.108, H14 1.092, H15 1.050
10 C 0.1448 -1.6646 -0.6798  C9 1.474, O11 1.369, O12 1.200
11 O -0.7686 -2.1264 0.2297  H3 0.965, C10 1.369
12 O -0.1314 -1.5760 -1.8445  C10 1.200
13 H 2.1930 -1.4205 -0.3280  C9 1.108
14 H 1.1892 -1.3916 1.1732  C9 1.092
15 H 1.3360 -0.0624 -0.0690  C9 1.050

Structure (SMILES): CC(=O)O.CN
Multiplicity: 1
HOMO level in eV: -8.8
LUMO level in eV: 0.7



(7)
ORCA calculation (ωB97M-V/def2-TZVPD) on 2 unconnected molecules or ions with the total composition C3H9NO2.

Last columns: bonded neighbours and bond lengths (Å).
CARTESIAN COORDINATES (ANGSTROEM)
1 C -2.0469 -0.0649 -0.5080  N2 1.531, H6 1.229, H7 1.160, H8 1.059
2 N -1.0249 0.0444 -1.6426  C1 1.531, H4 0.993, H5 1.023
3 H 1.8341 1.7388 -0.3239  O11 1.004
4 H -1.4552 -0.0499 -2.5326  N2 0.993
5 H -0.2469 0.7075 -1.5962  N2 1.023
6 H -2.7649 0.9309 -0.4618  C1 1.229
7 H -1.4418 -0.3665 0.4351  C1 1.160
8 H -2.7878 -0.8012 -0.6834  C1 1.059
9 C 1.5443 -0.9661 1.1641  C10 1.517, H13 1.080, H14 1.059, H15 1.141
10 C 1.2867 0.5279 1.1198  C9 1.517, O11 1.343, O12 1.210
11 O 2.1314 0.9030 0.1459  H3 1.004, C10 1.343
12 O 0.4315 1.2701 1.5472  C10 1.210
13 H 2.5812 -1.1092 1.4307  C9 1.080
14 H 1.3274 -1.3690 0.2090  C9 1.059
15 H 0.6317 -1.3957 1.6967  C9 1.141

Structure (SMILES): CC(=O)O.CN
Multiplicity: 1
HOMO level in eV: -8.9
LUMO level in eV: 0.7



(8)
ORCA calculation (ωB97M-V/def2-TZVPD) on 2 unconnected molecules or ions with the total composition C3H9NO2P.

Last columns: bonded neighbours and bond lengths (Å).
CARTESIAN COORDINATES (ANGSTROEM)
1 C 0.3219 -1.6530 -0.1016  N4 1.453, H8 1.091, H9 1.189, H10 1.061
2 C 1.3609 0.3441 -0.6237  N4 1.411, H11 1.084, H12 1.105, H13 1.128
3 C -1.0180 0.8992 1.5238  H14 1.100, H15 1.049, H16 1.061
4 N 0.3595 -0.5533 -1.0509  C1 1.453, C2 1.411, P7 1.710
5 O -0.9008 1.6132 -1.8425  P7 1.481
6 O -2.1254 -0.5805 -1.2489  P7 1.405
7 P -1.0892 0.3545 -1.0857  N4 1.710, O5 1.481, O6 1.405
8 H 1.3522 -1.8363 0.2055  C1 1.091
9 H -0.3845 -1.2966 0.7854  C1 1.189
10 H -0.1574 -2.4640 -0.5901  C1 1.061
11 H 1.3506 0.4613 0.4537  C2 1.084
12 H 2.3633 -0.0350 -0.8931  C2 1.105
13 H 1.3910 1.3975 -1.0270  C2 1.128
14 H -1.7470 1.7234 1.5296  C3 1.100
15 H -1.0672 0.3947 2.4427  C3 1.049
16 H -0.0100 1.2308 1.5228  C3 1.061

Multiplicity: 1
Total charge: -1
HOMO level in eV: -3.7
LUMO level in eV: 4.1



Which value of LUMO level does entry 4 give?
0.9 eV